Below is 10 unconnected molecules or ions with the total composition C46H74F21N9O14S2, with properties calculated with ωB97M-V with the def2-TZVPD basis set.

Computed properties:
Electronic energy: -169699.8383 eV
Charge: -2
Relative energy (zero: lowest compared OMol25 entry of this formula, charge and spin): 912.01 kJ/mol
HOMO-LUMO gap: 1.20 eV

Positions of all 166 atoms, in Å:
C: 5.285727 2.399688 4.684578
C: 4.600837 2.174368 3.316288
N: 4.466527 0.716628 2.929368
C: 5.369817 -0.003172 2.260368
C: 4.814027 -1.292022 2.089578
N: 3.528687 -1.313642 2.681278
C: 3.390777 -0.092052 3.340338
C: 2.589587 -2.356882 2.773788
H: 4.786277 1.879118 5.501688
H: 5.327917 3.473128 4.869118
H: 6.336237 2.141868 4.550198
H: 5.019227 2.693028 2.453708
H: 3.581477 2.530848 3.464428
H: 6.287427 0.439728 1.902288
H: 5.249557 -2.141652 1.584758
H: 2.516507 0.157178 3.923388
H: 1.741857 -1.991852 2.193948
H: 2.237747 -2.573262 3.782488
H: 2.954437 -3.208642 2.199778
C: -1.049413 -3.712252 2.361068
C: -1.785393 -4.454932 3.475208
N: -2.317853 -5.794952 3.114488
C: -1.727003 -6.670232 2.230528
C: -2.418563 -7.868122 2.004868
N: -3.514013 -7.730152 2.920288
C: -3.412263 -6.503772 3.593388
C: -4.564813 -8.613782 3.125498
H: -1.534733 -3.891062 1.401598
H: -0.089523 -4.216902 2.251368
H: -0.959013 -2.628222 2.430448
H: -2.586103 -3.780812 3.779378
H: -1.085833 -4.546752 4.306048
H: -0.811423 -6.317232 1.779398
H: -2.245753 -8.729642 1.376918
H: -4.112953 -6.254082 4.376398
H: -4.340873 -9.107182 4.071288
H: -4.655083 -9.346792 2.323858
H: -5.531473 -8.115512 3.198938
C: 4.337687 1.372048 -4.296892
C: 3.331547 1.853548 -5.378262
N: 2.843927 0.679108 -6.040922
C: 3.359047 0.017238 -7.136222
C: 2.586237 -1.113642 -7.334732
N: 1.640117 -1.214052 -6.383942
C: 1.868637 -0.113092 -5.554062
C: 0.753837 -2.324712 -6.134892
H: 4.703827 2.205988 -3.698062
H: 5.272957 0.966148 -4.682392
H: 3.984937 0.554778 -3.667812
H: 3.804527 2.466058 -6.145872
H: 2.434747 2.372178 -5.039322
H: 4.215897 0.442418 -7.637652
H: 2.664237 -1.871302 -8.100412
H: 1.353177 0.006108 -4.612532
H: 0.084717 -2.498782 -6.977542
H: 0.136377 -2.016392 -5.291212
H: 1.290917 -3.211742 -5.798982
C: 3.092927 1.193318 -0.496452
C: 1.883707 1.850128 0.186668
N: 0.697137 1.075028 -0.200392
C: 0.264157 0.717108 -1.546242
C: -0.974223 0.009978 -1.470042
N: -1.232373 -0.113642 -0.112112
C: -0.281513 0.551738 0.666748
C: -2.385503 -0.761112 0.431868
H: 2.975777 1.343608 -1.569662
H: 3.122947 0.111908 -0.363172
H: 4.011277 1.609398 -0.082202
H: 1.714387 2.896208 -0.068572
H: 1.940067 1.795438 1.273838
H: 0.792427 1.006788 -2.442572
H: -1.638413 -0.448372 -2.187782
H: -0.389683 0.635248 1.738068
H: -3.259283 -0.901472 -0.204472
H: -2.709193 -0.222522 1.322508
H: -2.175483 -1.781612 0.752128
C: 0.137687 -4.859192 -1.084072
F: -1.216063 -4.935542 -1.082372
F: 0.635077 -5.028312 0.153818
F: 0.470477 -5.848102 -1.926442
S: 0.724227 -3.187682 -1.776952
O: -0.169163 -2.724572 -2.807272
O: 0.850677 -2.295032 -0.622502
N: 2.261747 -3.597142 -2.447872
S: 3.140097 -2.356902 -2.112412
O: 2.636467 -1.073202 -2.518792
O: 3.679627 -2.401122 -0.757162
C: 4.601617 -2.671712 -3.292082
F: 4.991367 -3.960052 -3.154612
F: 4.285097 -2.410402 -4.528562
F: 5.605687 -1.794942 -2.997252
C: -5.261223 2.734418 0.201018
O: -6.264333 3.634638 0.689678
O: -4.839283 3.309478 -0.987772
C: -4.298393 2.457358 1.347198
F: -3.057013 2.475448 1.014458
F: -4.448823 3.285268 2.380358
F: -4.501413 1.305628 2.045458
C: -7.488513 3.068968 1.213198
C: -8.402983 4.162688 1.820748
H: -9.450453 3.932128 2.015048
H: -8.033043 4.343328 2.830008
H: -8.446833 5.058028 1.200638
H: -7.468283 2.196148 1.865778
H: -8.161883 2.772148 0.409098
H: -5.768643 1.779738 0.062488
C: -4.919343 -1.288962 -3.044192
O: -6.198733 -1.518282 -2.362952
O: -4.504813 0.043938 -2.704662
C: -3.986993 -2.526402 -2.904962
F: -4.569243 -3.600162 -3.422762
F: -2.925943 -2.345872 -3.628892
F: -3.415013 -2.837222 -1.694352
C: -6.282483 -1.581052 -0.901242
C: -7.701163 -1.863202 -0.521662
H: -7.967673 -2.899282 -0.730522
H: -7.775793 -1.815142 0.564718
H: -8.419583 -1.224432 -1.035402
H: -6.051353 -0.640932 -0.400382
H: -5.607063 -2.327362 -0.482992
H: -5.307173 -1.338132 -4.061672
C: -1.562323 5.336128 -2.244822
O: -0.607563 6.147518 -2.993302
O: -2.555633 5.127148 -3.188452
C: -0.896833 4.045708 -1.526032
F: 0.221127 3.673228 -2.243042
F: -0.616083 4.127788 -0.162422
F: -1.879813 3.037038 -1.588722
C: 0.250397 6.918418 -2.136552
C: 1.376387 7.611668 -2.930652
H: 1.070667 8.194888 -3.799272
H: 1.942677 8.353188 -2.367122
H: 2.019807 6.842628 -3.358062
H: 0.801057 6.176608 -1.558112
H: -0.244533 7.663938 -1.514182
H: -1.962583 5.989678 -1.469722
C: 5.573267 4.618158 -1.026472
O: 5.816717 3.215618 -1.366792
O: 6.577867 5.413168 -1.544372
C: 4.031047 4.974498 -1.358122
F: 3.628587 4.349128 -2.507792
F: 3.102707 4.687068 -0.339162
F: 3.732857 6.270298 -1.527802
C: 6.776347 2.491388 -0.611752
C: 6.848497 1.135168 -1.397202
H: 5.919307 0.565478 -1.384852
H: 7.329937 1.234808 -2.370022
H: 7.455577 0.421158 -0.840652
H: 6.399487 2.321618 0.396828
H: 7.778967 2.916938 -0.653912
H: 5.578497 4.756908 0.054648
C: -0.501443 -0.747262 5.223618
O: -1.237353 0.218708 5.928778
O: 0.030957 -0.187612 4.039378
C: 0.498127 -1.332402 6.311138
F: 0.995147 -2.576912 6.028048
F: 1.610227 -0.552782 6.579498
F: -0.091103 -1.527172 7.507758
C: -2.608213 0.448168 5.523948
C: -3.399713 1.052108 6.635178
H: -3.295433 0.514368 7.577548
H: -3.045573 2.068868 6.805118
H: -4.444073 0.968618 6.334438
H: -3.009353 -0.549552 5.345788
H: -2.772193 1.019138 4.610048
H: -1.206633 -1.531372 4.947988

Forces on atoms 1 to 2 (eV/Å):
0.787 0.156 -1.541
-1.115 -0.746 0.889

Atomic partial charges in e from the Löwdin method, atoms 1 to 4: -0.060 -0.136 -0.051 -0.040